Entry 1:
DFT (ωB97M-V with the def2-TZVPD basis set) results for one molecule with the formula C3H4ClNO2 in a non-equilibrium geometry.

Each line ends with the Löwdin spin population.
Cartesian coordinates (Å):
C1 -0.9824 -1.6221 0.1557  0.773
C2 -0.5098 -0.2248 0.4630  0.140
C3 0.6391 0.2812 -0.5466  0.078
N1 -1.1458 -2.7145 -0.1072  0.899
O1 -0.0399 -0.1803 1.7346  0.036
O2 0.9767 1.6181 -0.3806  0.031
Cl1 0.0794 0.2190 -2.2406  0.008
H1 -1.4431 0.3993 0.3486  0.031
H2 1.4709 -0.4201 -0.3620  0.003
H3 0.6672 0.4990 1.5617  0.001
H4 0.2878 2.1453 -0.6266  0.001

Cartesian forces (eV/Å) of the 3 atoms listed first:
1.4244 16.9073 6.1088
-1.7158 -1.9524 -3.4609
-1.0756 0.2392 -0.1030

Electronic energy   -21275.115 eV
Multiplicity   3
Kohn-Sham gap (spin up / spin down)   0.221 / 0.261 Ha
Net charge   0
⟨S²⟩   2.005

---

Entry 2:
DFT (ωB97M-V with the def2-TZVPD basis set) results for C37H45BaN9O2S2Si as an isolated structure.

Each line ends with the Mulliken charge.
Cartesian coordinates (Å):
Ba1 -0.1863 -0.4298 -0.4567  0.798
C1 -1.1669 3.3361 2.3096  -1.120
C2 0.1819 3.1733 3.0260  -0.993
C3 1.3557 3.3136 2.0912  0.455
C4 1.6439 4.5491 1.5131  -0.517
C5 2.7145 4.6568 0.6455  -0.556
C6 3.4795 3.5283 0.3915  -0.738
C7 3.1337 2.3461 1.0239  -0.745
N1 2.0914 2.2291 1.8521  -0.229
N2 -1.6840 2.0631 1.8040  1.326
C8 -2.3795 1.3800 2.8814  -1.334
C9 -2.8774 -0.0100 2.5694  0.502
C10 -4.0601 -0.4599 3.1441  -1.142
C11 -4.4642 -1.7657 2.9235  -0.584
C12 -3.6787 -2.5823 2.1274  -0.967
C13 -2.5268 -2.0429 1.5786  -0.041
N3 -2.1271 -0.7893 1.7923  0.453
C14 -2.5550 2.2307 0.6456  0.470
C15 -1.8686 2.9297 -0.5029  -0.228
C16 -2.4886 3.9635 -1.1884  -0.978
C17 -1.7990 4.6037 -2.2083  -0.797
C18 -0.5049 4.2068 -2.4923  -1.004
C19 0.0343 3.1602 -1.7592  -0.905
N4 -0.6328 2.5202 -0.8011  1.460
H1 -1.0366 4.0175 1.4698  0.553
H2 -1.9016 3.8098 2.9792  0.492
H3 0.2366 2.1868 3.4866  0.145
H4 0.2586 3.9172 3.8225  0.478
H5 1.0329 5.4119 1.7504  0.403
H6 2.9538 5.6059 0.1822  0.436
H7 4.3295 3.5541 -0.2769  0.449
H8 3.7123 1.4432 0.8680  1.010
H9 -3.2363 1.9790 3.2365  0.283
H10 -1.6876 1.3027 3.7261  0.524
H11 -4.6523 0.2101 3.7537  0.480
H12 -5.3824 -2.1355 3.3614  0.401
H13 -3.9526 -3.6063 1.9171  0.540
H14 -1.8935 -2.6465 0.9372  0.288
H15 -3.4773 2.7819 0.8964  0.339
H16 -2.8710 1.2405 0.3183  -0.769
H17 -3.4924 4.2644 -0.9176  0.543
H18 -2.2650 5.4084 -2.7625  0.435
H19 0.0796 4.6793 -3.2696  0.554
H20 1.0410 2.8124 -1.9518  0.609
C20 1.7310 -3.1097 -2.7363  -1.061
C21 0.2555 -3.1275 -3.0341  0.305
C22 -0.2595 -4.0131 -3.9629  -0.864
C23 -1.6361 -3.9881 -4.1815  -1.003
C24 -2.4360 -3.1144 -3.4907  -0.479
C25 -1.8654 -2.2142 -2.5438  0.473
N5 -0.5121 -2.2621 -2.3637  0.528
N6 -2.5438 -1.3160 -1.7991  0.364
Si1 -4.2509 -1.1902 -1.9300  -0.180
C26 -4.9499 0.0804 -0.7337  -0.656
C27 -5.1647 -2.7833 -1.4906  -1.021
C28 -4.8365 -0.5985 -3.6234  -1.097
H21 2.3025 -2.8482 -3.6292  0.325
H22 2.0659 -4.0992 -2.4170  0.396
H23 1.9773 -2.3949 -1.9538  -0.085
H24 0.3903 -4.6957 -4.4932  0.511
H25 -2.0831 -4.6643 -4.9018  0.402
H26 -3.5010 -3.1080 -3.6692  0.410
H27 -4.6909 -0.1311 0.3065  -0.002
H28 -6.0409 0.0496 -0.8083  0.524
H29 -4.6381 1.0977 -0.9808  0.161
H30 -5.0384 -2.9936 -0.4257  0.194
H31 -4.8119 -3.6558 -2.0427  0.342
H32 -6.2364 -2.6751 -1.6802  0.371
H33 -4.3459 0.3473 -3.8696  0.274
H34 -5.9156 -0.4211 -3.6143  0.349
H35 -4.6207 -1.2966 -4.4324  0.325
S1 3.5209 -0.6580 -0.1842  -0.369
C29 3.1594 0.1611 -1.6322  -0.077
N7 1.9706 0.3135 -2.1677  0.752
C30 2.0264 0.9343 -3.4037  -1.395
C31 0.9302 1.1573 -4.2367  -0.172
C32 1.1233 1.8117 -5.4396  -0.657
C33 2.3946 2.2440 -5.8251  -0.576
C34 3.4947 2.0120 -5.0158  -0.485
C35 3.3025 1.3507 -3.8091  0.900
S2 4.4556 0.8730 -2.5997  -0.338
H36 -0.0515 0.8038 -3.9420  0.564
H37 0.2792 1.9831 -6.0953  0.435
H38 2.5251 2.7520 -6.7716  0.396
H39 4.4827 2.3305 -5.3223  0.419
C36 1.6199 -4.9509 1.1093  -0.562
O1 1.8958 -3.9009 2.0491  -0.509
C37 1.3643 -2.7189 1.7354  0.196
O2 0.5958 -2.5542 0.8022  -0.026
N8 1.7604 -1.7537 2.5957  -0.377
N9 1.3917 -0.4328 2.3013  0.034
H40 2.1199 -5.8290 1.5045  0.244
H41 2.0170 -4.6896 0.1303  0.170
H42 0.5484 -5.1215 1.0315  0.271
H43 2.6097 -1.9340 3.1108  0.296
H44 2.1277 0.0216 1.7569  0.023
H45 1.2608 0.0760 3.1648  0.260

Cartesian forces (eV/Å) of the 3 atoms listed first:
-0.0329 0.6738 0.3453
0.0392 -0.0206 -0.0021
-0.0787 -0.0230 -0.0888

Electronic energy   -86853.709 eV
Multiplicity   1
Kohn-Sham gap   0.255 Ha
Net charge   0

---

Entry 3:
DFT (ωB97M-V with the def2-TZVPD basis set) results for a 2-piece molecular cluster, C9H13NO2S overall in a non-equilibrium geometry.

Each line ends with the Mulliken charge.
Cartesian coordinates (Å):
C1 -2.5536 2.2392 0.1165  -0.431
C2 -1.7102 2.3430 -0.9770  -0.508
C3 -2.2797 1.3032 1.1055  -0.681
C4 -0.6427 1.4769 -1.1172  -0.345
C5 -1.2044 0.4500 0.9861  -0.342
C6 -0.3989 0.4731 -0.1641  0.404
C7 -0.3817 -2.5332 0.2450  -1.142
C8 2.0043 -2.3478 0.1369  -0.926
C9 0.6764 -0.4487 -0.3722  -0.827
N1 0.7628 -1.6405 0.3590  0.086
O1 1.8269 2.2424 0.6233  -0.461
O2 3.2833 1.0139 -1.0455  -0.505
S1 2.6799 0.8852 0.2669  0.587
H1 -3.4133 2.8860 0.2045  0.387
H2 -1.8933 3.0942 -1.7311  0.417
H3 -2.9177 1.2415 1.9753  0.384
H4 -0.0130 1.5323 -1.9958  0.395
H5 -0.9695 -0.2510 1.7735  0.605
H6 -0.4342 -3.0007 -0.7494  0.332
H7 -0.2866 -3.3211 0.9917  0.363
H8 -1.3046 -1.9904 0.4177  0.443
H9 2.8392 -1.6978 0.4045  0.263
H10 2.0229 -3.2335 0.7703  0.352
H11 2.1323 -2.6594 -0.9099  0.383
H12 1.1196 -0.4521 -1.3702  0.384
H13 1.0559 2.3954 0.0558  0.382

Cartesian forces (eV/Å) of the 3 atoms listed first:
0.0311 0.0390 -0.0331
-0.1685 0.1981 0.0565
-0.0743 0.0496 0.0704

Electronic energy   -25962.217 eV
Multiplicity   1
Kohn-Sham gap (spin up / spin down)   0.258 / 0.258 Ha
Net charge   0

---

Entry 4:
DFT (ωB97M-V with the def2-TZVPD basis set) results for a 11-piece molecular cluster, C22H47Cl3N13O23S3 overall in a non-equilibrium geometry.

Each line ends with the Mulliken charge.
Cartesian coordinates (Å):
C1 6.8607 0.2534 -2.4268  -0.382
C2 5.7786 -0.2728 -2.9778  -0.422
C3 4.4009 -1.0387 -3.3634  0.428
C4 3.2375 -0.8996 -2.2417  0.066
Cl1 3.3175 -2.5273 -1.3832  -0.031
N1 3.8762 0.0371 -1.1877  0.265
S1 4.3410 -1.0325 0.1409  -0.325
C5 2.8330 0.8588 -0.5384  -1.032
N2 3.0001 1.7438 0.4478  0.259
C6 1.8738 2.5551 1.0003  -0.360
C7 1.9880 2.6777 2.6306  0.276
O1 3.0606 2.9642 3.2398  -0.449
Cl2 0.5031 2.3535 3.6997  -0.080
N3 1.5689 0.5022 -1.2942  0.219
Cl3 0.7548 -0.4528 -0.0584  0.251
C8 1.8139 -0.2370 -2.6123  0.176
C9 1.8769 0.8139 -3.8795  -0.862
C10 2.9203 2.0222 -3.6630  -0.666
C11 2.3252 3.3202 -2.9046  0.213
S2 0.6882 3.9292 -3.5468  -0.238
S3 0.3731 -1.3085 -3.1139  1.442
C12 -1.2397 -0.3828 -2.8552  -0.650
O2 0.2719 -2.6378 -2.4014  -0.600
O3 0.4323 -1.6123 -4.6181  -0.655
H1 7.6482 0.8892 -1.8891  0.354
H2 4.6900 -2.1691 -3.3959  0.658
H3 4.0775 -0.7733 -4.4353  -0.501
H4 3.3258 -0.8592 1.0992  0.312
H5 3.9603 1.8794 0.8353  0.398
H6 0.8258 2.2275 0.6659  0.428
H7 2.0002 3.6540 0.6207  0.309
H8 0.7897 1.1328 -4.0772  0.813
H9 2.2218 0.2471 -4.8482  0.101
H10 3.9066 1.7351 -3.1443  0.078
H11 3.2216 2.3851 -4.7325  0.428
H12 3.0903 4.1836 -3.0892  0.491
H13 2.2316 3.2207 -1.7637  -0.612
H14 -0.2138 3.6286 -2.4990  0.085
H15 -1.8025 -0.8240 -1.9567  0.232
H16 -0.9651 0.7291 -2.7309  0.206
H17 -1.8508 -0.4503 -3.8458  0.390
C13 2.8866 -1.1887 -8.2043  -0.664
N4 3.1004 -0.3917 -6.9684  1.106
O4 4.2186 -0.4141 -6.4696  -0.629
O5 2.1365 0.2319 -6.5375  -0.582
H18 3.8194 -1.6853 -8.4684  0.329
H19 2.1074 -1.9197 -7.9927  0.144
H20 2.5801 -0.4993 -8.9913  0.294
C14 0.5224 -1.5192 4.4011  -0.622
N5 1.3987 -2.1622 3.3876  0.932
O6 2.3516 -1.5091 2.9718  -0.590
O7 1.1047 -3.2968 3.0414  -0.469
H21 0.9020 -0.5199 4.6109  0.223
H22 -0.4837 -1.4704 3.9809  0.274
H23 0.5478 -2.1370 5.2982  0.409
C15 -3.3747 -2.0213 1.4372  -0.516
N6 -3.1735 -1.1990 2.6588  0.943
O8 -2.0568 -1.2046 3.1659  -0.629
O9 -4.1406 -0.5739 3.0709  -0.634
H24 -2.4367 -2.5172 1.1889  0.306
H25 -4.1538 -2.7562 1.6578  0.018
H26 -3.6800 -1.3486 0.6349  0.319
C16 0.3861 -5.4608 -7.6799  -0.746
N7 1.1293 -4.3198 -8.2762  0.850
O10 2.3444 -4.2976 -8.1222  -0.500
O11 0.4689 -3.4842 -8.8790  -0.497
H27 1.0952 -6.1190 -7.1790  0.320
H28 -0.3294 -5.0504 -6.9671  0.279
H29 -0.1191 -5.9842 -8.4917  0.290
C17 -4.5305 1.8678 4.7051  -0.587
N8 -5.4854 2.9985 4.5632  0.949
O12 -5.9537 3.2021 3.4511  -0.540
O13 -5.7328 3.6445 5.5737  -0.562
H30 -4.4066 1.3890 3.7368  0.277
H31 -3.5837 2.2793 5.0558  0.289
H32 -4.9518 1.1702 5.4290  0.220
C18 -5.5989 -6.0030 2.8780  -0.764
N9 -4.8519 -4.8715 2.2680  0.892
O14 -3.6395 -4.8454 2.4320  -0.480
O15 -5.5109 -4.0454 1.6430  -0.581
H33 -4.8932 -6.6512 3.3964  0.318
H34 -6.3210 -5.5812 3.5773  0.297
H35 -6.0964 -6.5413 2.0712  0.294
C19 2.6267 -5.9901 1.7649  -0.645
N10 2.4057 -7.4043 2.1667  0.887
O16 2.7145 -8.2719 1.3606  -0.528
O17 1.9298 -7.5944 3.2776  -0.525
H36 3.0510 -5.9718 0.7614  0.308
H37 1.6598 -5.4877 1.7839  0.218
H38 3.3168 -5.5480 2.4836  0.286
C20 -5.6238 6.6125 5.1549  -0.645
N11 -4.8803 7.7422 4.5367  0.865
O18 -3.6658 7.7697 4.6953  -0.530
O19 -5.5398 8.5624 3.9133  -0.516
H39 -4.9158 5.9673 5.6727  0.308
H40 -6.3431 7.0362 5.8557  0.272
H41 -6.1243 6.0702 4.3528  0.243
C21 -2.5424 -0.2260 8.0146  -0.779
N12 -1.4755 -0.3648 6.9884  0.899
O20 -1.5204 0.3898 6.0242  -0.459
O21 -0.6287 -1.2260 7.1850  -0.532
H42 -3.2200 0.5716 7.7118  0.262
H43 -3.0690 -1.1787 8.0723  0.303
H44 -2.0588 0.0172 8.9608  0.307
C22 -0.1145 7.6145 -1.0698  -0.717
N13 0.9479 7.4887 -2.1021  0.879
O22 0.9037 8.2598 -3.0490  -0.509
O23 1.7913 6.6179 -1.9252  -0.489
H45 -0.7882 8.4217 -1.3552  0.317
H46 -0.6468 6.6641 -1.0284  0.239
H47 0.3738 7.8370 -0.1209  0.292

Cartesian forces (eV/Å) of the 3 atoms listed first:
-6.2909 -2.2794 -2.6629
4.4926 2.2747 3.2992
1.7768 -0.5902 -0.7238

Electronic energy   -160065.986 eV
Multiplicity   1
Kohn-Sham gap   0.244 Ha
Net charge   +1